18
Properties=species:S:1:pos:R:3:mulliken_charge:R:1 method="wB97M-V/def2-TZVPD" de_lowest_ev=0.846 e_homo_ev=-9.99 total_energy_ha=-690.6521 orbital_gap_ev=10.62
C 1.02795 -1.26191 -1.58444 -1.128
H 0.01383 2.06139 0.42437 0.235
H -0.02869 -0.56666 2.34850 0.340
H 1.59415 0.23242 1.96195 0.235
H 0.86442 -2.31782 -1.17903 0.271
C 0.89522 1.67531 -0.20761 -1.017
C -2.17897 -0.82055 -0.47153 0.673
N -1.30105 -0.00682 -0.14348 -0.167
C -2.25525 1.61836 0.80117 0.054
O -3.31070 1.66064 0.46125 -0.187
Si 0.45712 -0.17578 -0.07867 0.322
H 0.73637 2.22907 -1.09431 0.380
H 1.95228 1.87322 0.09979 0.302
H 0.57043 -1.10758 -2.46719 0.389
O -3.18793 -1.39326 -0.66656 -0.459
H 2.09506 -1.46125 -1.84594 0.359
H 1.23195 -1.61933 1.94394 0.361
C 0.82381 -0.61944 1.69781 -0.963